Version w
{"formula": "C7H17NO", "method": "wB97M-V/def2-TZVPD", "elements": ["C", "C", "N", "C", "C", "C", "O", "H", "H", "H", "H", "H", "H", "H", "H", "H", "H", "H", "C", "C", "H", "H", "H", "H", "H", "H"], "coordinates": [[-0.54, 1.11, -1.45], [0.83, 0.55, -1.03], [1.18, -0.88, -1.23], [2.07, -1.05, -2.41], [0.27, -1.95, -1.24], [-1.14, -1.87, -0.72], [0.70, -3.06, -1.50], [-1.23, 0.33, -1.14], [-1.05, 1.13, -2.43], [-0.53, 2.10, -1.01], [1.61, 1.10, -1.54], [0.83, 0.69, 0.05], [2.13, -0.09, -2.92], [3.07, -1.39, -2.12], [1.80, -1.80, -3.15], [-1.85, -1.34, -1.35], [-1.54, -2.88, -0.75], [-1.17, -1.51, 0.30], [-0.85, 0.65, 3.35], [-0.50, 2.12, 3.08], [-0.49, 0.30, 4.32], [-1.91, 0.46, 3.23], [-0.27, -0.01, 2.69], [-1.07, 2.78, 3.74], [-0.92, 2.32, 2.08], [0.57, 2.20, 3.16]], "e_lumo_ev": 0.8}

=====

Version x
{"formula": "C7H17NO", "method": "wB97M-V/def2-TZVPD", "elements": ["C", "C", "N", "C", "C", "C", "O", "H", "H", "H", "H", "H", "H", "H", "H", "H", "H", "H", "C", "C", "H", "H", "H", "H", "H", "H"], "coordinates": [[-0.06, -0.53, 0.31], [-0.08, -1.27, -1.04], [1.02, -0.95, -1.96], [2.29, -1.52, -1.57], [1.13, 0.42, -2.35], [0.01, 1.41, -2.33], [2.17, 0.72, -2.90], [0.76, 0.25, 0.34], [0.37, -1.15, 1.07], [-0.88, 0.15, 0.49], [-0.44, -2.30, -1.15], [-0.93, -0.95, -1.68], [3.04, -1.55, -2.33], [2.62, -1.14, -0.59], [2.20, -2.49, -1.02], [-0.47, 1.27, -3.33], [0.39, 2.39, -2.56], [-0.66, 1.30, -1.47], [-1.58, -0.01, 3.20], [-1.62, 1.49, 2.87], [-2.31, -0.42, 3.88], [-1.48, -0.51, 2.21], [-0.61, -0.16, 3.69], [-1.65, 2.10, 3.78], [-0.77, 1.74, 2.23], [-2.46, 1.72, 2.18]], "e_lumo_ev": 0.8}

=====

Name the most stable of them. version w.

=====

Version w
{"formula": "C7H17NO", "method": "wB97M-V/def2-TZVPD", "elements": ["C", "C", "C", "C", "C", "N", "C", "C", "H", "H", "H", "H", "H", "H", "H", "H", "H", "H", "H", "H", "H", "H", "H", "O", "H", "H"], "coordinates": [[-0.81, -0.93, -2.39], [-0.57, -2.07, -1.42], [0.71, -1.85, -0.59], [0.48, -0.57, 0.17], [1.09, 0.61, -0.17], [1.00, 1.92, 0.43], [-0.17, 2.25, 1.23], [-1.47, 1.83, 0.51], [-1.94, -0.98, -2.65], [-0.89, 0.01, -1.94], [-0.07, -0.88, -3.22], [-1.44, -2.08, -0.71], [-0.60, -2.98, -1.99], [0.82, -2.81, -0.06], [1.62, -1.80, -1.21], [-0.11, -0.73, 1.02], [1.72, 0.64, -1.06], [1.32, 2.70, -0.15], [-0.07, 1.74, 2.23], [-0.20, 3.35, 1.39], [-1.72, 2.56, -0.27], [-2.27, 1.41, 1.23], [-1.23, 0.90, -0.01], [1.54, -0.90, 3.55], [1.19, -0.01, 3.21], [2.06, -1.34, 2.86]], "e_lumo_ev": 0.9}

=====

Version x
{"formula": "C7H17NO", "method": "wB97M-V/def2-TZVPD", "elements": ["C", "C", "C", "C", "C", "C", "C", "N", "O", "H", "H", "H", "H", "H", "H", "H", "H", "H", "H", "H", "H", "H", "H", "H", "H", "H"], "coordinates": [[-0.29, -0.12, 0.81], [2.30, 0.19, 0.39], [0.05, -0.43, -0.45], [-2.44, -0.99, -0.61], [-0.83, 1.21, 1.24], [2.85, 0.70, -0.90], [-3.02, 0.15, -1.39], [2.83, -1.02, 0.86], [-0.13, -1.05, 1.78], [-0.52, -0.75, 2.61], [2.17, 0.92, 1.18], [2.94, -1.72, 0.13], [2.31, -1.41, 1.64], [0.41, -1.42, -0.69], [-0.06, 0.30, -1.24], [-2.89, -1.20, 0.36], [-2.22, -1.90, -1.17], [-1.83, 1.08, 1.65], [-0.89, 1.89, 0.40], [-0.19, 1.65, 2.00], [3.93, 0.91, -0.84], [2.36, 1.62, -1.20], [2.71, -0.03, -1.71], [-2.40, 0.41, -2.25], [-4.03, -0.05, -1.81], [-3.13, 1.05, -0.78]], "e_lumo_ev": [0.7, 0.7]}

=====

Name the most stable of them. version w.

=====

Version w
{"formula": "C5H12NO", "method": "wB97M-V/def2-TZVPD", "elements": ["C", "C", "C", "C", "N", "C", "O", "H", "H", "H", "H", "H", "H", "H", "H", "H", "H", "H", "H"], "coordinates": [[-1.88, 0.30, 2.06], [-0.90, 1.00, 1.53], [0.40, 0.43, 1.01], [0.32, 0.34, -0.53], [1.73, 0.34, -1.07], [-0.33, -0.98, -0.98], [0.35, -1.40, -2.16], [-1.89, -0.76, 2.24], [-2.81, 0.76, 2.38], [-1.02, 2.07, 1.42], [1.26, 1.01, 1.35], [0.47, -0.57, 1.42], [-0.18, 1.23, -0.88], [1.71, -0.17, -1.98], [2.12, 1.26, -1.30], [2.38, -0.17, -0.48], [-1.38, -0.82, -1.20], [-0.25, -1.75, -0.22], [-0.10, -2.12, -2.61]], "e_lumo_ev": -3.4, "total_charge": 1}

=====

Version x
{"formula": "C5H12NO", "method": "wB97M-V/def2-TZVPD", "elements": ["C", "C", "C", "C", "N", "C", "H", "H", "H", "H", "H", "H", "H", "H", "H", "H", "H", "H", "O"], "coordinates": [[-1.70, -2.60, 1.17], [-0.47, -1.84, 1.67], [-0.43, -0.36, 1.17], [0.66, 0.31, 0.75], [0.62, 0.69, -0.74], [0.51, -0.24, -1.60], [-1.72, -3.60, 1.63], [-1.61, -2.78, 0.05], [-2.67, -2.13, 1.47], [0.44, -2.37, 1.36], [-0.47, -1.91, 2.79], [-1.48, -0.10, 0.94], [1.67, 0.57, 1.04], [0.52, 1.65, -1.14], [0.25, -1.23, -1.19], [0.65, -0.13, -2.66], [0.14, 3.84, -2.28], [1.65, 3.73, -2.21], [0.84, 3.44, -1.75]], "e_lumo_ev": -4.7, "total_charge": 1}

=====

Name the most stable of them. version w.